# 1
C18H25N2O2S10Ti | the ωB97M-V functional and the def2-TZVPD basis

Last column: Löwdin spin population.
CARTESIAN COORDINATES (ANGSTROEM)
Ti 1.30 -0.05 -0.36  0.950
C -2.21 -0.92 -1.39  0.002
C -2.88 0.42 -1.17  0.000
S -1.89 1.56 -0.17  0.002
C -2.71 3.10 -0.66  0.000
C -1.98 4.30 -0.08  0.000
S -0.20 4.35 -0.43  0.000
C -0.23 4.49 -2.23  0.000
C 0.93 3.75 -2.89  0.000
S 0.98 1.94 -2.75  0.000
C -0.60 1.50 -3.51  0.000
C -0.68 -0.01 -3.63  0.000
S -0.53 -0.94 -2.08  0.004
H -2.83 -1.53 -2.05  0.000
H -2.09 -1.45 -0.44  0.000
H -3.84 0.24 -0.68  0.000
H -3.09 0.90 -2.13  0.000
H -3.74 3.09 -0.30  0.000
H -2.75 3.16 -1.76  0.000
H -2.04 4.28 1.01  0.000
H -2.46 5.22 -0.42  0.000
H -0.18 5.54 -2.52  0.000
H -1.18 4.10 -2.61  0.000
H 1.88 4.07 -2.46  0.000
H 0.95 4.00 -3.95  0.000
H -0.65 1.93 -4.51  0.000
H -1.42 1.89 -2.92  0.000
H 0.15 -0.38 -4.24  0.000
H -1.61 -0.32 -4.11  0.000
S 2.74 -0.79 -2.16  0.002
S 4.40 0.45 -2.16  0.019
S 3.77 2.21 -1.30  0.010
S 2.77 1.67 0.43  0.002
O -2.51 -0.46 2.17  0.000
C -2.33 -1.74 2.58  0.000
C -3.35 -2.43 3.23  0.000
C -3.16 -3.73 3.66  0.000
C -1.93 -4.36 3.44  0.000
C -0.93 -3.67 2.80  0.000
C -1.10 -2.36 2.35  0.000
C 0.04 -1.69 1.67  0.004
O -0.17 -0.78 0.75  0.005
N 1.22 -2.09 1.96  0.001
N 2.16 -1.45 1.14  0.000
C 3.36 -1.75 1.50  0.001
S 4.77 -1.12 0.72  -0.001
C 5.88 -2.36 1.45  0.000
C 5.42 -2.61 2.87  0.000
S 3.63 -2.85 2.84  0.000
H -3.36 -0.14 2.49  0.000
H -4.30 -1.94 3.40  0.000
H -3.96 -4.26 4.16  0.000
H -1.77 -5.37 3.77  0.000
H 0.03 -4.13 2.62  0.000
H 6.89 -1.95 1.41  0.000
H 5.84 -3.27 0.85  0.000
H 5.66 -1.77 3.51  0.000
H 5.87 -3.51 3.28  0.000

Energy relative to the best compared isomer or geometry (same formula, charge and spin) (kJ/mol): 0.0
<S²>: 0.757
Orbital gap (alpha / beta) (eV): 6.88 / 6.92
LUMO energy (alpha / beta) (eV): 0.11 / 0.16
Spin multiplicity: 2

---

# 2
C18H25N2PtS | the ωB97M-V functional and the def2-TZVPD basis

Last column: Löwdin spin population.
CARTESIAN COORDINATES (ANGSTROEM)
C -0.67 0.35 -4.12  0.581
C -0.10 1.71 -4.12  0.088
C 0.15 -0.73 -4.70  0.088
C -2.13 0.22 -4.17  0.087
H 0.12 -0.65 -5.80  0.034
H -0.23 -1.73 -4.44  0.006
H 1.20 -0.67 -4.40  0.006
H -0.16 2.12 -5.14  0.034
H 0.95 1.73 -3.81  0.006
H -0.67 2.39 -3.46  0.006
H -2.47 0.40 -5.20  0.034
H -2.63 0.96 -3.53  0.005
H -2.48 -0.78 -3.88  0.007
C 2.07 -0.39 1.20  0.091
C 2.00 -1.23 0.01  0.151
C 1.72 -0.37 -1.12  0.244
H 2.25 -2.29 0.00  0.004
C 1.56 0.96 -0.66  0.203
C 1.67 0.96 0.78  0.116
H 1.65 1.83 1.44  0.004
H 2.37 -0.69 2.20  0.005
H 1.73 -0.69 -2.17  0.010
H 1.44 1.86 -1.27  0.009
C -2.64 -1.48 0.55  0.304
C -1.49 -2.20 1.03  0.075
C -0.65 -2.50 -0.14  0.112
H -1.38 -2.70 1.99  0.000
C -1.32 -1.92 -1.29  0.305
C -2.53 -1.31 -0.85  0.106
H -3.29 -0.89 -1.50  -0.001
H -3.51 -1.20 1.15  0.013
H 0.14 -3.24 -0.14  0.002
H -1.00 -2.03 -2.33  0.014
Pt -0.01 -0.55 0.73  1.038
C 0.68 -0.67 4.92  0.001
N 0.68 0.75 4.55  0.020
C 1.44 1.76 5.13  0.006
C 1.14 2.92 4.50  0.008
N 0.19 2.60 3.53  0.021
C -0.06 1.26 3.53  0.031
S -1.16 0.43 2.54  0.126
H -0.34 -0.99 5.17  0.001
H 1.04 -1.27 4.08  0.000
H 1.35 -0.79 5.79  0.000
H 2.14 1.56 5.94  0.001
H 1.51 3.92 4.61  0.001
H -0.27 3.23 2.88  0.000

<S²>: 6.029
Charge: +1
Orbital gap (alpha / beta) (eV): 7.13 / 6.56
LUMO energy (alpha / beta) (eV): -2.10 / -4.51
Spin multiplicity: 5

---

# 3
C18H25N3O | the ωB97M-V functional and the def2-TZVPD basis

Last column: Mulliken charge in e.
CARTESIAN COORDINATES (ANGSTROEM)
C -3.80 -3.45 -0.81  -1.526
C -3.49 -2.06 -0.36  1.231
C -4.04 -1.58 0.86  -0.781
C -3.78 -0.33 1.31  -0.281
N -2.98 0.49 0.58  0.224
C -2.54 1.75 0.79  -0.941
C -1.73 2.06 -0.27  0.672
C -0.89 3.27 -0.47  -0.959
C 0.51 3.00 0.12  -0.855
N 1.05 1.76 -0.38  -0.077
C 0.85 0.59 0.29  0.610
O 0.49 0.56 1.45  -0.658
C 1.18 -0.66 -0.51  -1.412
C 2.67 -1.05 -0.42  0.342
C 3.09 -1.31 1.02  -0.700
C 4.54 -1.76 1.09  -0.814
C 5.45 -0.71 0.46  -0.576
C 5.04 -0.44 -0.98  -0.912
C 3.58 0.01 -1.04  -0.679
N -1.66 1.02 -1.14  -0.640
C -2.41 0.07 -0.62  0.264
C -2.68 -1.23 -1.09  -0.584
H -4.88 -3.58 -0.92  0.352
H -3.46 -4.17 -0.07  0.336
H -3.32 -3.67 -1.76  0.342
H -4.68 -2.23 1.44  0.420
H -4.18 0.07 2.23  0.388
H -2.82 2.32 1.66  0.466
H -0.79 3.47 -1.54  0.336
H -1.33 4.14 0.02  0.397
H 0.44 2.89 1.20  0.403
H 1.19 3.81 -0.12  0.346
H 1.14 1.70 -1.39  0.279
H 0.90 -0.51 -1.55  0.563
H 0.58 -1.47 -0.10  0.401
H 2.79 -1.98 -0.99  0.365
H 2.44 -2.08 1.46  0.327
H 2.95 -0.40 1.61  0.248
H 4.66 -2.71 0.55  0.372
H 4.83 -1.93 2.13  0.362
H 6.49 -1.05 0.49  0.333
H 5.38 0.22 1.04  0.314
H 5.16 -1.36 -1.57  0.384
H 5.68 0.32 -1.42  0.375
H 3.30 0.19 -2.08  0.267
H 3.48 0.95 -0.49  0.313
H -2.23 -1.53 -2.02  0.364

Energy relative to the best compared isomer or geometry (same formula, charge and spin) (kJ/mol): 34.4
Orbital gap (eV): 8.67
LUMO energy (eV): 0.88

---

# 4
C18H25N3O12 | the ωB97M-V functional and the def2-TZVPD basis

Last column: Mulliken charge in e.
CARTESIAN COORDINATES (ANGSTROEM)
O -0.97 -0.88 3.28  -0.604
C -0.58 -0.31 2.28  0.578
O -1.41 0.20 1.38  -0.208
C -0.66 0.90 0.36  0.094
C 0.77 0.85 0.83  0.315
O 0.70 0.02 1.99  -0.367
H -0.82 0.40 -0.60  -0.333
H -1.03 1.92 0.29  0.360
H 1.11 1.83 1.15  -0.171
H 1.48 0.43 0.12  0.144
O 2.97 3.07 -1.02  -0.593
C 3.28 3.68 0.07  0.737
O 4.50 3.85 0.53  -0.298
C 4.41 4.65 1.70  -0.346
C 2.95 4.86 2.03  -0.244
O 2.39 4.24 0.88  -0.314
H 4.72 4.19 2.65  0.265
H 5.00 5.55 1.57  0.312
H 2.70 5.91 2.11  0.241
H 2.63 4.31 2.92  0.268
O 2.73 -1.48 -1.61  -0.583
C 2.32 -0.56 -2.32  0.529
O 3.11 0.12 -3.16  -0.374
C 2.35 0.82 -4.05  -0.492
C 1.09 1.08 -3.18  -0.215
O 1.09 -0.09 -2.38  0.135
H 2.91 1.70 -4.39  0.312
H 2.17 0.16 -4.90  0.314
H 0.27 0.97 -3.90  0.283
H 1.12 1.98 -2.58  0.217
O -1.88 -4.03 0.62  -0.547
C -2.60 -3.34 1.32  0.658
O -3.07 -3.74 2.54  -0.380
C -3.91 -2.82 3.16  -0.373
C -3.94 -1.70 2.12  -0.207
O -3.20 -2.24 0.95  -0.256
H -4.90 -3.23 3.39  0.265
H -3.46 -2.50 4.10  0.238
H -3.40 -0.87 2.56  0.142
H -4.95 -1.37 1.89  0.441
C -3.89 0.94 -0.84  -0.476
C -3.05 1.03 -2.06  0.474
N -2.38 1.19 -2.99  -0.471
H -4.93 0.96 -1.16  0.376
H -3.82 1.74 -0.10  0.326
H -3.76 -0.06 -0.42  -0.121
C 1.32 -3.04 0.92  -0.033
C 2.43 -2.52 1.73  0.176
N 3.29 -2.10 2.37  -0.549
H 0.73 -3.61 1.64  0.395
H 1.70 -3.80 0.24  0.520
H 0.69 -2.33 0.37  -0.494
C -0.78 -2.53 -2.18  0.279
C -1.67 -3.51 -2.82  0.090
N -2.36 -4.25 -3.36  -0.489
H 0.14 -2.93 -1.77  0.169
H -1.19 -1.94 -1.36  -0.244
H -0.46 -1.78 -2.91  0.130

Energy relative to the best compared isomer or geometry (same formula, charge and spin) (kJ/mol): 122.7
Orbital gap (eV): 11.01
LUMO energy (eV): 0.08

---

# 5
C18H25N3O5S | the ωB97M-V functional and the def2-TZVPD basis

Last column: Mulliken charge in e.
CARTESIAN COORDINATES (ANGSTROEM)
C 2.18 -4.00 0.32  -0.517
O 1.08 -4.53 -0.37  -0.368
C 1.05 -4.25 -1.74  -0.526
C 0.78 -2.78 -2.09  -1.083
N -0.39 -2.27 -1.40  0.464
C -1.67 -2.61 -1.98  -1.413
C -2.13 -1.53 -2.97  -0.071
O -1.37 -1.67 -4.15  -0.327
C -1.52 -0.58 -5.03  -0.709
C -0.21 -1.41 -0.39  0.660
O 0.89 -1.03 -0.02  -0.652
C -1.45 -0.87 0.35  -1.020
N -1.16 0.48 0.75  0.285
C -0.95 1.48 -0.20  0.163
O -1.16 1.36 -1.38  -0.690
N -0.55 2.58 0.47  0.048
C -0.32 2.33 1.88  2.319
C -1.13 3.25 2.80  -1.240
C -0.45 4.61 2.97  -0.843
C 0.89 4.44 3.69  -0.572
C 1.67 3.36 3.02  0.322
S 3.38 3.17 3.19  -0.266
C 3.37 1.79 2.16  -0.418
C 2.12 1.49 1.72  -1.207
C 1.15 2.39 2.21  -0.723
C -0.81 0.88 2.01  -0.050
O -0.90 0.23 3.02  -0.671
H 3.12 -4.28 -0.16  0.314
H 2.13 -2.91 0.40  0.147
H 2.15 -4.43 1.32  0.233
H 0.25 -4.88 -2.14  0.343
H 2.00 -4.55 -2.22  0.412
H 1.63 -2.16 -1.78  0.451
H 0.63 -2.67 -3.16  0.360
H -1.56 -3.55 -2.52  0.431
H -2.42 -2.76 -1.20  0.590
H -1.97 -0.53 -2.55  0.132
H -3.20 -1.66 -3.20  0.451
H -2.55 -0.50 -5.38  0.301
H -0.87 -0.78 -5.88  0.251
H -1.23 0.35 -4.54  0.274
H -1.60 -1.46 1.26  0.260
H -2.35 -0.87 -0.26  0.530
H -0.19 3.39 0.00  0.308
H -2.13 3.38 2.37  0.396
H -1.23 2.76 3.76  0.358
H -1.09 5.27 3.55  0.380
H -0.28 5.06 1.99  0.325
H 1.45 5.37 3.69  0.424
H 0.71 4.16 4.74  0.312
H 4.29 1.28 1.96  0.487
H 1.90 0.66 1.07  0.637

Energy relative to the best compared isomer or geometry (same formula, charge and spin) (kJ/mol): 145.9
Orbital gap (eV): 9.50
LUMO energy (eV): 0.75

---

# 6
C18H25N3O7S4Tl | the ωB97M-V functional and the def2-TZVPD basis

Last column: Mulliken charge in e.
CARTESIAN COORDINATES (ANGSTROEM)
Tl 1.38 -0.23 1.80  0.880
O 3.60 -1.83 1.53  -0.693
S 4.32 -1.14 0.46  1.289
O 5.76 -1.17 0.57  -0.752
O 3.78 0.21 0.23  -0.767
C 3.95 -2.10 -1.04  0.033
C 5.08 -2.42 -1.79  -0.578
C 4.99 -3.18 -2.94  -0.566
C 3.76 -3.66 -3.35  -0.502
C 2.63 -3.35 -2.62  -0.597
C 2.69 -2.58 -1.47  -0.200
S 1.08 -2.13 -0.78  1.195
O 1.15 -0.66 -0.76  -0.254
O 0.11 -2.65 -1.71  -0.798
O 0.98 -2.68 0.57  -0.715
H 6.04 -2.06 -1.43  0.538
H 5.89 -3.41 -3.51  0.375
H 3.68 -4.27 -4.25  0.373
H 1.65 -3.70 -2.93  0.524
C -3.60 1.34 -1.39  -1.787
C -3.64 1.89 0.00  1.248
C -4.83 1.95 0.71  -0.598
C -4.88 2.43 2.01  -0.980
C -3.70 2.85 2.60  -0.751
C -2.48 2.83 1.92  1.636
C -1.25 3.31 2.65  -1.828
C -2.43 2.38 0.58  0.247
N -1.37 2.36 -0.27  -0.581
H -4.55 0.85 -1.64  0.398
H -2.79 0.61 -1.49  0.197
H -3.42 2.13 -2.13  0.381
H -5.73 1.58 0.23  0.298
H -5.82 2.48 2.56  0.343
H -3.71 3.22 3.62  0.267
H -1.51 3.68 3.64  0.375
H -0.75 4.13 2.11  0.387
H -0.51 2.51 2.77  0.256
C -3.25 -0.85 3.10  -0.671
S -2.36 -1.48 1.68  0.408
C -1.52 -2.83 2.52  -0.772
O -1.32 -0.45 1.38  -0.332
H -3.87 -1.64 3.52  0.449
H -3.86 -0.01 2.76  0.009
H -2.50 -0.50 3.81  0.244
H -2.24 -3.63 2.70  0.433
H -1.09 -2.47 3.45  0.233
H -0.74 -3.17 1.84  0.169
C 2.80 1.31 -2.63  -0.932
N 2.23 1.95 -1.44  -0.092
C 0.90 2.04 -1.33  0.298
N 0.07 1.75 -2.33  -0.452
S 0.21 2.63 0.13  -0.195
H 3.88 1.39 -2.56  0.308
H 2.46 1.83 -3.52  0.383
H 2.54 0.25 -2.68  0.220
H 2.70 1.64 -0.59  0.376
H 0.32 0.95 -2.90  0.347
H -0.90 1.77 -1.96  0.276

Energy relative to the best compared isomer or geometry (same formula, charge and spin) (kJ/mol): 0.0
Charge: -1
Orbital gap (eV): 6.16
LUMO energy (eV): 2.38